[1]
C4H8N2O in the gas phase in a non-equilibrium geometry. Source: the Open Molecules 2025 dataset; level of theory: the ωB97M-V functional and the def2-TZVPD basis.

Its structure (SMILES) is CNN1CCC1=O. The value obtained for the LUMO energy is 0.03476 hartree. Its gap between HOMO and LUMO is 10.193 eV.

Geometry as XYZ:
```
15
C4H8N2O (the ωB97M-V functional and the def2-TZVPD basis)
C 2.1851 0.3010 0.3504
N 1.2429 -0.2351 -0.6077
N -0.0745 -0.1064 -0.3423
C -1.0409 -1.1734 -0.0153
C -2.1065 0.0414 0.1391
C -0.9401 0.9579 -0.1587
O -0.6800 2.1498 -0.1621
H 2.4416 -0.4246 1.2860
H 1.7738 1.2824 0.7991
H 3.2107 0.4415 -0.2552
H 1.4433 0.2762 -1.5226
H -1.2700 -1.8395 -0.8483
H -0.6403 -1.6787 0.8233
H -3.0189 -0.1173 -0.6403
H -2.5261 0.1249 1.1547
```

Here are the Löwdin charges for atoms 1 to 4, given in e: -0.143 -0.104 -0.145 -0.081

[2]
C4H8N2O in the gas phase in a non-equilibrium geometry. Source: the Open Molecules 2025 dataset; level of theory: the ωB97M-V functional and the def2-TZVPD basis.

Its structure (SMILES) is N#C[C@@H](N)CCO. The value obtained for the LUMO energy is 0.02596 hartree. Its gap between HOMO and LUMO is 10.239 eV.

Geometry as XYZ:
```
15
C4H8N2O (the ωB97M-V functional and the def2-TZVPD basis)
N -0.1763 1.8396 1.2967
C -0.3817 0.7695 0.9180
C -0.8087 -0.5274 0.4027
N -2.2424 -0.4374 0.1583
C 0.0891 -0.6443 -0.8330
C 1.4601 0.1133 -0.4059
O 1.6479 1.6922 0.0921
H -0.5243 -1.2915 1.1469
H -2.6163 -1.3316 -0.1372
H -2.7079 -0.1860 1.0281
H -0.4189 -0.1848 -1.6847
H 0.2609 -1.7122 -1.1345
H 2.0795 0.1741 -1.2680
H 1.8674 -0.5206 0.3925
H 2.4716 2.2471 0.0279
```

Here are the Löwdin charges for atoms 1 to 4, given in e: 0.192 -0.240 -0.410 0.046

[3]
C4H8N2O in the gas phase in a non-equilibrium geometry. Source: the Open Molecules 2025 dataset; level of theory: the ωB97M-V functional and the def2-TZVPD basis.

Its structure (SMILES) is C=NC(=O)[C@H](C)N. The value obtained for the LUMO energy is 0.02992 hartree. Its gap between HOMO and LUMO is 10.043 eV.

Geometry as XYZ:
```
15
C4H8N2O (the ωB97M-V functional and the def2-TZVPD basis)
C -2.6024 -0.4962 0.4053
N -1.5973 0.2081 0.6239
C -0.5510 0.7977 -0.2788
O -0.5276 1.9538 -0.5650
C 0.5236 -0.2464 -0.2459
C 1.4019 -0.0614 0.9960
N 1.2426 0.0414 -1.5470
H -3.2513 -0.7808 1.2299
H -2.9123 -0.8157 -0.5982
H 0.1191 -1.2615 -0.3220
H 0.8183 -0.2356 1.8963
H 1.8031 0.9506 1.0226
H 2.2326 -0.7645 0.9569
H 2.2297 -0.1857 -1.5086
H 1.0710 0.8963 -2.0653
```

Here are the Löwdin charges for atoms 1 to 4, given in e: -0.043 0.072 -0.424 0.122